No. 1
C23H70N2O11 | the ωB97M-V functional and the def2-TZVPD basis

Structure (XYZ):
```
106
Properties=species:S:1:pos:R:3:forces:R:3
C -1.140 -5.733 5.212 0.66 0.50 0.28
O -1.191 -4.318 5.075 -0.01 -0.02 -0.35
C 0.104 -3.793 4.782 -0.28 -0.74 0.42
C 0.031 -2.284 4.612 -0.62 0.12 0.06
C -0.975 -1.867 3.561 0.08 0.23 -0.97
N 1.340 -1.676 4.307 0.06 -0.65 0.62
H -2.129 -6.176 5.290 -0.12 0.33 -0.14
H -0.587 -5.961 6.128 0.03 -0.25 0.04
H -0.588 -6.156 4.369 -0.14 -0.22 -0.08
H 0.789 -4.108 5.580 0.07 0.41 0.34
H 0.527 -4.316 3.915 -0.18 0.32 -0.51
H -0.369 -1.846 5.530 0.46 -0.10 0.31
H -2.024 -2.073 3.769 0.16 -0.32 0.34
H -0.723 -2.345 2.610 -0.09 0.02 -0.10
H -0.902 -0.790 3.394 0.06 0.03 0.03
H 1.950 -1.858 5.100 0.01 0.21 0.13
H 1.810 -2.183 3.557 -0.19 0.17 -0.33
C 0.201 2.379 -3.258 -0.32 -0.73 0.69
O 0.868 2.243 -4.494 -0.36 0.28 0.06
C 0.025 2.603 -5.578 0.63 0.01 -1.08
C 0.843 2.510 -6.880 1.00 -0.82 -0.95
C 1.956 3.546 -7.093 -0.23 0.12 1.23
N -0.017 2.404 -8.078 -0.63 0.45 1.04
H -0.115 3.402 -3.043 -0.01 0.12 -0.16
H 0.799 2.019 -2.418 0.76 0.33 -0.36
H -0.656 1.706 -3.150 -0.42 0.24 -0.57
H -0.823 1.926 -5.703 -0.07 -0.14 0.28
H -0.367 3.621 -5.484 -0.02 0.15 0.31
H 1.395 1.566 -6.837 -0.29 -0.24 0.21
H 2.380 3.489 -8.093 -0.11 -0.02 -0.05
H 2.751 3.342 -6.371 0.09 0.15 -0.03
H 1.594 4.555 -6.882 0.02 0.12 -0.25
H -0.426 3.326 -8.194 -0.20 -0.06 -0.39
H 0.532 2.217 -8.904 0.16 0.03 0.04
C 1.144 -1.412 -3.138 -0.50 -0.48 -0.19
C 0.828 -2.909 -3.372 -0.77 0.93 0.02
C 1.711 -3.579 -4.359 1.21 -0.83 -0.33
O 0.829 -3.631 -2.157 0.14 -0.15 -0.01
H 2.156 -1.210 -2.787 0.05 -0.18 0.00
H 0.427 -1.052 -2.397 0.15 0.14 0.16
H 0.950 -0.830 -4.041 0.18 -0.02 -0.08
H -0.182 -2.937 -3.803 -0.18 0.03 0.09
H 1.654 -3.126 -5.348 0.09 0.22 0.11
H 1.503 -4.642 -4.494 -0.50 0.06 0.14
H 2.746 -3.592 -4.005 0.09 0.38 -0.11
H 0.074 -3.338 -1.626 0.26 -0.18 0.17
C -4.587 1.186 2.263 1.25 -0.58 0.83
C -5.591 0.044 2.119 -0.39 0.72 0.11
C -5.091 -1.303 2.659 0.35 0.42 -0.69
O -6.810 0.403 2.790 0.06 -0.14 -0.05
H -3.817 1.182 1.490 -0.28 0.08 -0.29
H -3.989 0.999 3.164 -0.07 0.08 0.21
H -5.002 2.182 2.402 -0.39 -0.12 -0.43
H -5.860 0.024 1.062 -0.18 -0.49 0.04
H -5.921 -1.995 2.781 -0.01 0.06 0.13
H -4.545 -1.143 3.590 -0.26 -0.09 0.20
H -4.372 -1.766 1.978 0.02 0.06 -0.10
H -6.588 0.559 3.715 -0.05 0.01 0.04
C 3.691 1.704 -0.024 0.98 0.77 0.04
C 4.443 2.849 -0.742 0.21 -0.33 -0.52
C 5.888 2.407 -1.098 -0.76 0.68 0.59
O 3.822 3.141 -1.976 -0.40 -0.46 -1.35
H 3.573 0.848 -0.688 -0.33 0.23 -0.26
H 2.752 2.081 0.376 -0.12 -0.35 0.00
H 4.341 1.335 0.772 -0.23 0.14 0.30
H 4.374 3.817 -0.237 0.59 -0.43 0.94
H 6.408 3.198 -1.636 -0.06 -0.02 -0.07
H 5.816 1.527 -1.735 0.11 -0.06 0.05
H 6.448 2.196 -0.186 0.04 -0.20 -0.06
H 3.276 3.928 -1.956 -0.03 0.01 0.27
C -0.167 0.399 0.490 1.02 0.41 0.57
O -1.393 1.070 0.753 0.04 -0.40 -0.67
H 0.204 0.525 -0.529 -0.70 -0.07 -0.33
H 0.636 0.859 1.072 -0.09 -0.13 0.27
H -0.189 -0.659 0.755 -0.25 -0.01 -0.13
H -1.325 1.479 1.621 -0.07 0.25 0.37
C -2.047 -2.232 -1.051 -0.67 0.72 0.16
O -1.087 -2.886 -0.233 0.01 0.15 -0.03
H -2.555 -1.436 -0.497 -0.25 -0.24 0.21
H -1.594 -1.664 -1.862 0.38 -0.57 -0.16
H -2.760 -2.974 -1.411 -0.10 0.28 -0.31
H -1.613 -3.336 0.434 0.28 -0.18 0.15
C -3.258 2.878 -1.422 0.20 0.69 -0.45
O -2.871 1.541 -1.645 -0.49 -0.12 0.12
H -2.365 3.510 -1.426 -0.05 0.22 0.25
H -3.888 3.251 -2.232 0.06 -0.40 -0.25
H -3.847 3.074 -0.522 0.20 -0.37 0.29
H -2.415 1.265 -0.837 0.11 -0.03 0.13
C 1.833 -2.790 0.816 -0.82 -0.52 -0.36
O 2.826 -2.599 1.800 0.35 -0.01 0.12
H 2.028 -3.613 0.123 0.42 0.16 -0.04
H 0.915 -3.103 1.315 0.07 0.30 0.18
H 1.616 -1.888 0.241 0.09 0.01 0.03
H 3.656 -2.417 1.352 0.04 0.01 0.09
C 2.690 1.483 3.606 -0.11 -0.22 0.07
O 1.373 0.983 3.520 -0.24 0.68 -0.17
H 3.135 1.204 4.564 0.19 0.17 0.00
H 3.321 1.119 2.793 0.04 -0.12 0.03
H 2.643 2.569 3.517 0.07 0.02 0.13
H 1.320 0.072 3.876 0.16 -0.29 -0.07
C -1.648 3.108 4.441 0.09 0.29 -1.33
O -0.994 2.456 3.341 0.02 -0.15 0.53
H -1.346 4.157 4.400 -0.33 0.15 0.29
H -2.699 2.997 4.178 -0.12 0.27 0.48
H -1.444 2.727 5.442 0.14 -0.42 -0.17
H -0.052 2.357 3.530 0.07 -0.45 0.01
```
Positions in Å, forces in eV/Å.

Output
Energy relative to the best compared isomer or geometry (same formula, charge and spin) (eV): 0.000
Kohn-Sham gap (eV): 9.62
Largest force on an atom (eV/Å): 1.6
Electronic energy (a.u.): -1855.298434

Atomic partial charges in e from the Löwdin method, atoms 1 to 2: number 1, C, carries -0.1024; number 2, O, carries -0.1882

No. 2
C8H24AgFO8 | the ωB97M-V functional and the def2-TZVPD basis

Structure (XYZ):
```
42
Properties=species:S:1:pos:R:3:forces:R:3
Ag -1.372 -0.411 0.222 0.17 0.00 -0.40
F -0.576 -2.561 0.224 -0.08 0.11 0.00
C 0.202 -3.670 -2.898 1.47 1.09 -0.92
C 1.596 -3.163 -2.429 -0.75 -1.15 -2.37
O 1.365 -2.079 -1.626 0.23 0.95 3.05
O -0.412 -4.362 -1.920 -2.29 -0.30 2.90
H 0.295 -4.406 -3.671 0.34 -0.09 -1.10
H -0.391 -2.778 -3.263 0.59 -0.73 0.20
H 2.144 -2.851 -3.320 0.04 0.42 -0.11
H 2.238 -3.962 -2.025 -0.53 0.10 0.45
H 1.035 -2.412 -0.728 -0.06 0.67 -1.55
H -0.806 -3.753 -1.235 0.79 -0.64 -0.55
C 0.948 2.881 0.973 1.43 0.08 -1.36
C 0.234 4.189 1.157 -0.86 0.34 -0.15
O -1.156 3.939 1.476 0.51 -0.53 1.28
O 1.062 2.190 2.199 -0.11 0.91 0.30
H 1.957 3.111 0.532 -0.52 -0.22 0.56
H 0.477 2.234 0.237 -0.23 0.10 -0.13
H 0.223 4.936 0.330 0.29 -0.94 0.26
H 0.697 4.662 2.009 0.20 0.43 0.34
H -1.064 3.508 2.365 -0.60 0.39 -1.14
H 0.685 1.312 2.075 0.18 -0.28 -0.14
C -0.485 1.419 -2.703 -2.60 -1.65 1.96
C -1.296 2.518 -1.941 0.44 0.63 0.60
O -1.818 2.069 -0.690 -0.36 -0.85 0.20
O 0.441 0.784 -1.812 -0.08 2.04 0.46
H -0.148 1.938 -3.576 0.94 -0.19 -0.70
H -1.228 0.597 -2.938 0.58 1.03 -0.48
H -2.124 2.965 -2.550 0.65 -0.77 0.09
H -0.649 3.368 -1.683 0.26 -0.17 -0.40
H -1.791 2.766 0.001 0.18 -0.23 -0.41
H 0.826 -0.057 -2.053 -0.12 -0.68 -0.75
C 0.102 -0.756 3.213 3.15 1.31 -1.43
C -0.385 -2.071 3.332 -1.51 -3.52 1.20
O -1.613 -2.328 2.653 1.48 -0.71 -0.87
O 0.397 -0.362 1.829 0.33 -0.09 0.88
H 0.987 -0.740 3.861 0.43 0.40 -0.43
H -0.479 0.025 3.552 -1.87 1.34 0.83
H -0.426 -2.226 4.442 -0.63 -0.18 -0.61
H 0.324 -2.861 3.007 0.13 0.70 0.06
H -1.211 -2.784 1.834 -1.45 0.95 0.55
H 1.196 -0.819 1.537 -0.14 -0.10 -0.15
```
Positions in Å, forces in eV/Å.

Output
Energy relative to the best compared isomer or geometry (same formula, charge and spin) (eV): 0.000
Kohn-Sham gap (eV): 8.79
Largest force on an atom (eV/Å): 4.0
Electronic energy (a.u.): -1167.870271

Atomic partial charges in e from the natural (NBO) method, atoms 1 to 2: number 1, Ag, carries 0.9243; number 2, F, carries -0.9145

No. 3
C31H50ClPTeTl | the ωB97M-V functional and the def2-TZVPD basis

Structure (XYZ):
```
85
Properties=species:S:1:pos:R:3:forces:R:3
Tl -2.776 2.259 1.879 -1.36 -0.57 -2.42
Cl -0.155 1.555 0.573 -1.05 1.20 0.64
P 1.580 0.303 -0.152 -0.26 -1.51 -0.18
C -2.192 3.392 3.450 1.93 1.52 3.67
H -2.720 3.347 4.437 0.57 0.42 -0.59
H -1.136 3.771 3.491 -0.92 0.13 0.34
C 1.456 -1.473 -0.790 0.72 0.27 -0.56
C 2.798 0.461 1.218 0.11 -0.04 -0.31
C 1.159 -2.510 0.309 0.14 0.07 0.21
H 0.583 -1.452 -1.478 0.30 0.11 0.31
C 1.064 -3.951 -0.238 -0.20 0.36 -0.30
H 1.960 -2.478 1.067 -0.16 -0.01 -0.22
H 0.225 -2.245 0.826 0.22 -0.04 -0.06
C 2.229 -4.344 -1.155 0.23 0.19 0.20
H 1.007 -4.650 0.602 -0.07 0.08 -0.07
H 0.122 -4.050 -0.800 0.14 0.03 0.10
C 2.537 -3.282 -2.214 -0.23 0.10 -0.03
H 3.128 -4.508 -0.541 -0.10 0.06 -0.09
H 2.009 -5.295 -1.647 0.02 -0.02 0.06
C 2.696 -1.877 -1.616 0.12 -0.42 0.01
H 3.444 -3.547 -2.767 -0.07 -0.05 0.00
H 1.713 -3.253 -2.945 0.12 -0.02 0.10
H 3.593 -1.855 -0.975 -0.29 -0.06 -0.16
H 2.884 -1.166 -2.431 -0.07 -0.20 0.26
C 1.948 1.431 -1.561 0.30 -0.15 0.26
C 4.130 -0.280 1.036 0.30 0.05 0.18
H 3.009 1.549 1.240 -0.12 -0.27 0.03
C 5.093 0.119 2.165 -0.09 0.08 0.09
H 3.964 -1.368 1.077 -0.03 0.26 0.00
H 4.594 -0.061 0.065 -0.14 -0.04 0.21
C 4.488 -0.130 3.558 0.17 -0.22 -0.22
H 6.039 -0.429 2.057 -0.12 0.11 0.06
H 5.326 1.190 2.059 -0.01 -0.16 0.01
C 3.100 0.481 3.718 -0.22 0.10 -0.33
H 4.417 -1.216 3.713 0.01 0.10 0.02
H 5.163 0.259 4.326 0.00 -0.05 0.00
C 2.167 0.065 2.569 -0.03 0.04 0.12
H 2.656 0.188 4.674 0.06 0.05 -0.06
H 3.174 1.578 3.714 0.00 -0.11 0.07
H 2.014 -1.026 2.600 0.04 0.28 -0.03
H 1.176 0.522 2.684 0.25 -0.06 -0.01
C 1.181 1.002 -2.821 -0.02 0.01 -0.14
H 1.535 2.399 -1.226 0.10 -0.34 -0.05
C 1.375 2.030 -3.945 -0.09 0.00 0.15
H 1.551 0.026 -3.166 -0.10 0.20 0.02
H 0.109 0.879 -2.602 0.31 0.10 0.01
C 2.851 2.319 -4.228 0.11 -0.02 0.12
H 0.881 1.666 -4.855 0.06 0.13 0.13
H 0.874 2.963 -3.655 0.02 -0.09 -0.03
C 3.646 2.646 -2.953 0.01 0.06 -0.06
H 3.304 1.451 -4.722 -0.01 -0.01 0.04
H 2.931 3.161 -4.930 0.02 -0.18 0.07
C 3.442 1.621 -1.833 0.07 0.00 -0.35
H 4.717 2.721 -3.184 -0.18 0.09 -0.01
H 3.322 3.626 -2.579 0.06 -0.03 -0.03
H 3.892 0.660 -2.125 -0.02 0.19 0.04
H 3.964 1.960 -0.926 -0.14 -0.08 -0.20
C -2.657 0.449 -1.524 1.40 -0.78 -1.63
C -3.449 0.595 -0.506 -1.35 -0.64 2.41
H -1.646 0.047 -1.392 -0.41 -0.17 0.15
C -4.823 1.232 -0.543 -0.66 0.47 -0.61
H -3.133 0.135 0.460 -0.30 0.62 -1.03
C -5.260 1.601 -1.993 -0.27 -0.07 0.22
H -5.583 0.574 -0.070 0.44 0.19 -0.26
H -4.861 2.177 0.053 0.41 -0.93 -0.32
C -4.075 1.915 -2.901 0.54 0.14 -0.33
H -5.845 0.774 -2.418 0.12 0.06 -0.10
H -5.931 2.478 -1.974 0.12 -0.31 0.07
C -3.082 0.736 -2.924 -0.52 0.54 -0.31
H -4.395 2.157 -3.932 -0.07 -0.04 0.39
H -3.541 2.802 -2.505 -0.22 -0.34 -0.17
H -3.602 -0.148 -3.333 0.14 0.13 -0.01
H -2.234 0.922 -3.595 -0.06 0.16 0.09
Te -2.192 -0.478 2.896 1.08 -0.59 0.36
C -4.151 -1.055 3.256 -0.60 -0.14 0.17
C -4.805 -1.949 2.377 -0.30 0.58 0.65
C -6.179 -2.187 2.549 0.50 0.11 0.00
C -6.876 -1.561 3.583 0.18 0.05 0.45
C -6.200 -0.748 4.517 0.12 -0.20 -0.44
C -4.839 -0.481 4.358 -0.27 -0.59 -0.91
H -4.221 -2.399 1.564 -0.41 0.17 0.35
H -6.691 -2.870 1.870 0.02 0.22 0.13
H -7.949 -1.720 3.696 0.27 -0.03 -0.02
H -6.740 -0.328 5.364 0.02 0.00 -0.21
H -4.280 0.182 5.020 -0.29 -0.22 -0.09
```
Positions in Å, forces in eV/Å.

Output
Energy relative to the best compared isomer or geometry (same formula, charge and spin) (eV): 1.787
Kohn-Sham gap (alpha / beta) (eV): 4.43 / 4.28
Largest force on an atom (eV/Å): 4.4
Charge: -1
Electronic energy (a.u.): -2453.137413

Atomic partial charges in e from the Löwdin method, atoms 1 to 2: number 1, Tl, carries 0.3632; number 2, Cl, carries 0.1460

No. 4
C4H8O3 | the ωB97M-V functional and the def2-TZVPD basis

Structure (XYZ):
```
15
Properties=species:S:1:pos:R:3:forces:R:3
C 1.200 -0.579 -1.013 0.04 -0.04 0.01
C 0.032 0.339 -0.677 0.14 0.04 0.01
O -1.183 -0.211 -1.201 0.00 0.05 -0.20
C -0.226 0.612 0.823 0.18 0.02 -0.01
O -1.472 1.224 0.954 -0.10 -0.04 -0.12
C -0.072 -0.589 1.752 -0.19 -0.09 0.20
O -0.918 -0.961 2.525 0.36 0.09 -0.44
H 1.179 -0.785 -2.088 0.07 0.04 0.15
H 2.164 -0.117 -0.771 -0.16 -0.03 0.02
H 1.136 -1.536 -0.487 -0.06 0.13 -0.13
H 0.203 1.327 -1.126 -0.06 -0.17 0.01
H -1.475 0.333 -1.942 0.06 -0.20 0.17
H 0.548 1.319 1.159 -0.08 -0.06 0.00
H -2.045 0.697 0.370 -0.05 0.23 0.29
H 0.930 -1.074 1.722 -0.14 0.03 0.03
```
Positions in Å, forces in eV/Å.

Output
Energy relative to the best compared isomer or geometry (same formula, charge and spin) (eV): 1.667
Kohn-Sham gap (eV): 10.17
Largest force on an atom (eV/Å): 0.6
Electronic energy (a.u.): -382.903554

Atomic partial charges in e from the natural (NBO) method, atoms 1 to 2: number 1, C, carries -0.6382; number 2, C, carries 0.0850